(1)
DFT (ωB97M-V/def2-TZVPD) results for C16H25IMnNO5P2S as an isolated structure in a non-equilibrium geometry.

```
52
Properties=species:S:1:pos:R:3
I 3.654 0.160 -3.108
Mn 0.702 -0.185 -0.331
S -3.337 -1.907 2.301
P -0.021 -2.073 -1.489
P 1.503 1.842 0.585
O 6.293 -1.107 -2.612
O -1.393 0.573 0.247
O -4.226 -2.770 1.552
O -2.904 -2.391 3.596
O 1.036 -1.499 2.351
N -2.090 -1.351 1.350
C -2.183 -0.053 1.020
C 1.690 1.834 2.402
C 0.259 3.160 0.382
C -5.303 1.486 3.464
C -1.666 -1.825 -2.242
C -3.999 -0.271 2.517
C -5.003 0.119 3.410
C 1.129 -2.658 -2.769
C 0.819 -1.031 1.302
C -4.622 2.407 2.641
C -3.622 1.996 1.746
C -3.287 0.627 1.742
C 6.345 0.000 -4.786
C 5.764 -0.457 -3.475
C -0.425 -3.439 -0.347
C 3.071 2.426 -0.113
H 6.325 1.093 -4.835
H -0.647 2.890 0.936
H 3.310 3.433 0.240
H 2.424 1.079 2.705
H 0.653 4.114 0.749
H 5.754 -0.408 -5.612
H -0.007 3.244 -0.677
H 1.400 -1.811 -3.413
H 2.009 2.822 2.756
H 2.051 -3.009 -2.293
H -3.136 2.721 1.078
H 0.481 -3.782 0.165
H 3.869 1.734 0.174
H -2.408 -1.753 -1.437
H 3.000 2.412 -1.206
H 7.382 -0.354 -4.865
H -1.662 -0.887 -2.806
H -4.883 3.458 2.718
H -0.894 -4.271 -0.890
H 0.727 1.581 2.862
H -1.918 -2.665 -2.901
H 0.697 -3.463 -3.374
H -6.073 1.848 4.142
H -5.508 -0.605 4.047
H -1.131 -3.035 0.401
```

Properties
expectation value of S²: 6.09
energy relative to the best compared isomer or geometry (same formula, charge and spin): 0.0 kcal per mole
HOMO level (spin up / spin down): -14.618 / -14.617 eV
HOMO-LUMO gap (spin up / spin down): 7.2 / 3.6 eV
net charge: +2
spin multiplicity: 5

***

(2)
DFT (ωB97M-V/def2-TZVPD) results for C16H25IN2SiW as an isolated structure in a non-equilibrium geometry.

```
46
Properties=species:S:1:pos:R:3
W 0.185 -0.036 -0.588
I 2.554 -0.101 0.387
Si -2.103 0.277 2.181
N 0.310 1.171 -2.187
N 0.193 -1.324 -2.135
C 0.556 -1.697 -4.478
C -3.916 -0.200 2.271
C 2.572 0.521 3.771
C 1.281 2.694 -4.267
C 0.897 1.381 -4.504
C 0.456 0.604 -3.438
C 1.078 3.249 -3.000
C 0.467 -3.533 -2.939
C -1.593 -0.225 0.417
C 2.586 -0.944 3.703
C 0.645 -3.055 -4.239
C 0.345 -0.826 -3.415
C -1.225 -0.621 3.567
C 0.214 -2.669 -1.890
C -1.930 2.110 2.505
C 0.514 2.509 -1.983
H -1.014 -1.665 3.309
H 0.950 0.909 -5.486
H 0.627 -1.259 -5.476
H 0.824 -3.746 -5.062
H 1.837 -1.394 4.366
H 0.055 -2.971 -0.856
H -1.862 -1.290 0.306
H 3.570 -1.337 3.986
H -2.282 0.337 -0.246
H -1.886 -0.626 4.449
H 0.512 -4.600 -2.734
H -0.285 -0.136 3.859
H 1.923 0.888 4.575
H -2.318 2.710 1.672
H 1.353 4.286 -2.807
H 2.384 -1.327 2.693
H -2.506 2.374 3.406
H -4.051 -1.267 2.045
H 2.238 0.987 2.837
H -4.303 -0.011 3.282
H 3.575 0.919 3.967
H -4.516 0.377 1.556
H 0.272 2.881 -0.990
H 1.703 3.289 -5.072
H -0.883 2.388 2.680
```

Properties
expectation value of S²: 2.02
HOMO level (spin up / spin down): -14.783 / -15.491 eV
HOMO-LUMO gap (spin up / spin down): 5.9 / 6.8 eV
net charge: +2
spin multiplicity: 3

***

(3)
DFT (ωB97M-V/def2-TZVPD) results for C16H26B2N6NiO2 as an isolated structure in a non-equilibrium geometry.

```
53
Properties=species:S:1:pos:R:3
Ni -0.320 -1.079 -1.234
O 2.286 2.496 -0.449
O 0.746 1.539 1.062
N -2.066 -1.256 -0.565
N -1.072 -3.884 -1.650
N -0.340 -2.825 -2.171
N -2.615 -2.502 -0.267
N -0.502 -3.303 0.665
N 0.193 -2.141 0.344
C -3.869 -2.317 0.178
C -4.140 -0.961 0.194
C 1.728 3.574 0.322
C -0.968 -4.938 -2.476
C 0.011 0.389 -2.386
C -2.996 -0.316 -0.267
C 1.068 2.843 1.573
C 0.008 -3.834 1.797
C 0.701 4.319 -0.538
C -0.179 -4.571 -3.559
C -0.225 3.421 2.113
C 0.194 -3.243 -3.344
C 1.100 -1.931 1.329
C 1.027 -2.989 2.237
C 2.047 2.687 2.740
C 2.846 4.545 0.648
B 1.535 1.396 -0.068
B -1.680 -3.742 -0.240
H -2.222 -4.722 0.146
H -5.056 -0.504 0.524
H 0.094 -5.194 -4.380
H -1.472 -5.865 -2.225
H -4.457 -3.186 0.447
H -0.593 0.080 -3.259
H -0.414 -4.736 2.178
H 1.132 4.580 -1.513
H 3.334 4.904 -0.269
H 2.451 5.418 1.182
H -0.644 2.749 2.868
H -0.990 3.568 1.343
H 1.051 0.517 -2.720
H -0.051 4.382 2.604
H 1.747 -1.072 1.304
H 0.823 -2.593 -3.931
H -2.778 0.737 -0.393
H -0.372 1.346 -2.001
H 3.018 2.260 2.434
H 0.396 5.256 -0.056
H 1.623 -3.141 3.109
H 2.235 3.658 3.224
H -0.201 3.727 -0.733
H 1.617 0.347 -0.647
H 1.605 2.022 3.491
H 3.608 4.085 1.286
```

Properties
expectation value of S²: 2.01
energy relative to the best compared isomer or geometry (same formula, charge and spin): 0.0 kcal per mole
HOMO level (spin up / spin down): -7.857 / -7.954 eV
HOMO-LUMO gap (spin up / spin down): 8.6 / 8.7 eV
spin multiplicity: 3

***

(4)
DFT (ωB97M-V/def2-TZVPD) results for C16H26Cl3GeN4O6Pm as an isolated structure in a non-equilibrium geometry.

```
57
Properties=species:S:1:pos:R:3
Pm 0.863 0.776 -0.384
Ge 0.274 3.035 -3.522
Cl -1.618 2.666 -4.655
Cl 0.598 0.799 -3.313
Cl -0.505 3.071 -1.236
O -0.521 0.741 1.610
O 1.686 2.622 1.336
O 4.450 3.290 -0.706
O 3.165 0.251 3.547
O 2.819 1.773 -0.954
O 2.160 0.046 1.606
N -2.748 0.873 2.099
N -3.415 -1.452 -1.586
N 1.896 -1.425 -0.797
N -1.206 -0.647 -0.762
C 2.544 3.526 0.626
C 2.446 -3.569 -0.299
C -3.587 -2.908 -1.526
C 0.549 -2.467 1.054
C -3.772 0.673 3.102
C 1.583 -2.448 -0.021
C 3.538 -0.982 -2.668
C -3.845 -0.751 -2.819
C 3.394 2.793 -0.410
C 2.212 2.199 2.576
C 2.949 -1.814 -1.585
C -1.518 0.450 2.303
C 2.504 0.725 2.530
C -2.233 -1.028 -1.141
C -3.088 1.728 0.957
C 3.289 -3.172 -1.292
H 4.485 -1.374 -3.023
H -3.726 0.317 -2.678
H 2.319 -4.551 0.138
H 1.464 2.300 3.362
H -3.459 -0.071 3.847
H -1.396 -0.174 3.197
H -0.127 -3.357 0.976
H -4.878 -0.964 -2.982
H -3.470 -3.270 -0.509
H 3.198 4.048 1.271
H -4.625 -3.151 -1.817
H -3.841 1.278 0.341
H -4.712 0.286 2.646
H 1.930 4.235 0.111
H -2.902 -3.420 -2.223
H -4.023 1.624 3.597
H -2.216 1.982 0.393
H 3.639 0.042 -2.263
H -0.117 -1.613 1.070
H -3.274 -1.053 -3.675
H 1.028 -2.544 2.026
H 2.818 -0.930 -3.449
H 3.098 2.754 2.892
H 3.359 -0.705 3.509
H -3.504 2.659 1.339
H 4.068 -3.720 -1.769
```

Properties
expectation value of S²: 8.76
energy relative to the best compared isomer or geometry (same formula, charge and spin): 6.7 kcal per mole
HOMO level (spin up / spin down): -11.106 / -11.110 eV
HOMO-LUMO gap (spin up / spin down): 8.7 / 6.7 eV
net charge: +1
spin multiplicity: 6

***

(5)
DFT (ωB97M-V/def2-TZVPD) results for a 5-piece molecular cluster, C16H26ClFN2O12 overall in a non-equilibrium geometry.

```
58
Properties=species:S:1:pos:R:3
Cl 6.024 11.614 2.077
F 5.366 8.724 1.063
O -1.918 4.831 -0.441
O -0.972 -3.762 -1.803
O -0.135 -10.361 -1.071
O 0.397 -5.412 -2.506
O -4.257 0.380 1.098
O 1.807 -11.472 -0.778
O 1.232 -3.809 -1.334
O -1.642 7.018 -0.925
O -1.364 6.169 1.148
O -2.337 -0.783 1.320
O 1.786 -9.339 -0.478
O -2.295 1.343 1.657
N 2.088 8.653 0.936
N 4.463 9.120 4.251
C 3.138 9.143 0.907
C -3.053 -1.971 0.978
C 4.567 9.828 3.344
C -0.728 -6.031 -3.136
C 1.076 -8.100 -0.459
C -3.082 0.321 1.336
C -1.639 6.102 -0.150
C -2.239 4.599 -1.813
C 1.069 -2.581 -0.619
C 1.123 -12.681 -1.111
C 4.558 10.633 2.154
C -2.965 2.606 1.718
C 4.477 9.707 0.940
C 0.111 -4.275 -1.875
C -1.031 7.483 1.612
C 1.035 -10.388 -0.801
H -0.831 7.394 2.676
H -2.441 3.536 -1.906
H 3.678 11.252 2.184
H 1.794 -7.330 -0.192
H 4.660 10.249 0.028
H -2.215 3.346 1.978
H -3.841 -2.168 1.702
H 0.722 -12.630 -2.121
H 0.716 -1.794 -1.282
H -0.357 -6.937 -3.607
H -3.393 2.861 0.753
H -3.740 2.591 2.482
H 2.050 -2.317 -0.235
H -3.125 5.162 -2.102
H 1.861 -13.476 -1.054
H 0.323 -12.878 -0.400
H -3.471 -1.896 -0.023
H -1.401 4.865 -2.454
H -0.141 7.854 1.114
H -1.151 -5.377 -3.895
H 0.281 -8.125 0.285
H 0.378 -2.707 0.212
H -1.865 8.166 1.460
H 0.666 -7.877 -1.440
H -1.486 -6.292 -2.400
H -2.333 -2.782 1.001
```

Properties
HOMO level: -10.718 eV
structure (SMILES): N#C[C@@H](Cl)[C@@H](F)C#N.COC(=O)OC.COC(=O)OC.COC(=O)OC.COC(=O)OC
HOMO-LUMO gap: 11.0 eV